{"formula": "C4H6N2", "method": "ωB97M-V/def2-TZVPD", "elements": ["C", "N", "C", "C", "N", "C", "H", "H", "H", "H", "H", "H"], "coordinates": [[1.120, -0.457, 0.529], [-0.099, 0.185, 0.203], [-0.566, 0.986, -1.180], [-1.903, 0.978, -1.095], [-2.343, 0.407, 0.093], [-1.272, -0.005, 0.799], [1.646, 0.097, 1.373], [0.794, -1.426, 0.951], [1.835, -0.476, -0.289], [0.136, 1.130, -1.983], [-2.483, 1.549, -1.836], [-1.281, -0.373, 1.772]], "lowdin_charge": [-0.08, -0.11, 0.03, -0.21, 0.02, -0.21, 0.10, 0.09, 0.08, 0.08, 0.11, 0.11], "homo_ha": -0.325, "lumo_ha": 0.0334, "orbital_gap_ev": 9.7, "smiles": "Cn1ccnc1", "de_lowest_kj_mol": 176.4, "multiplicity": 1, "charge": 0}

***

{"formula": "C19H32BeBrCl2F3MgN3O6S2", "method": "ωB97M-V/def2-TZVPD", "elements": ["C", "N", "C", "N", "C", "C", "N", "H", "H", "H", "H", "H", "H", "H", "H", "H", "H", "Cl", "C", "C", "C", "S", "O", "O", "C", "H", "H", "H", "H", "H", "H", "H", "H", "C", "C", "O", "C", "O", "O", "F", "H", "H", "H", "F", "Mg", "F", "C", "C", "C", "C", "C", "C", "H", "H", "H", "H", "H", "Cl", "Be", "Br", "C", "S", "O", "C", "H", "H", "H", "H", "H", "H"], "coordinates": [[0.096, -0.953, 4.874], [0.252, -0.639, 3.448], [1.364, -0.449, 2.828], [1.509, 0.562, 1.881], [3.004, 0.751, 1.891], [3.445, -0.699, 1.924], [2.547, -1.191, 3.045], [-0.692, -1.700, 4.972], [-0.253, -0.047, 5.382], [1.004, -1.398, 5.277], [-0.616, -0.568, 2.856], [1.314, 0.303, 0.915], [3.384, 1.373, 1.081], [3.259, 1.244, 2.831], [4.451, -0.793, 2.329], [3.284, -1.211, 0.980], [2.953, -0.766, 3.887], [-1.877, 0.767, 2.982], [-1.781, -1.615, -2.521], [-2.610, -0.544, -1.795], [-1.609, 0.382, -1.096], [-0.117, 0.313, -2.124], [0.914, -0.396, -1.280], [0.076, 1.600, -2.719], [-0.686, -0.881, -3.291], [-2.388, -2.252, -3.244], [-1.344, -2.341, -1.786], [-3.207, 0.019, -2.514], [-3.305, -0.992, -1.081], [-1.938, 1.415, -1.026], [-1.377, 0.011, -0.070], [0.139, -1.525, -3.595], [-1.080, -0.347, -4.156], [-1.407, 4.697, -1.715], [-2.726, 3.949, -1.634], [-3.672, 4.990, -1.420], [-3.142, 6.132, -2.028], [-3.757, 7.100, -2.285], [-1.811, 5.945, -2.279], [-2.761, 3.115, -0.561], [-0.959, 4.869, -0.712], [-0.675, 4.193, -2.342], [-2.989, 3.399, -2.538], [-1.747, 1.675, 5.161], [-2.355, 5.997, 0.471], [4.818, -2.796, 0.233], [5.764, -2.179, -0.519], [5.363, -1.443, -1.615], [6.332, -0.806, -2.379], [7.674, -0.922, -2.042], [8.049, -1.673, -0.935], [7.089, -2.307, -0.158], [4.311, -1.374, -1.865], [6.039, -0.220, -3.240], [8.427, -0.429, -2.642], [9.095, -1.768, -0.674], [7.359, -2.892, 0.711], [-3.542, 2.132, 2.099], [-0.253, -1.506, -0.486], [-2.009, -4.223, -3.896], [-6.442, -3.022, 0.584], [-5.740, -1.459, 0.065], [-4.872, -1.742, -1.121], [-4.629, -1.250, 1.447], [-7.135, -3.348, -0.188], [-5.647, -3.759, 0.702], [-6.977, -2.880, 1.523], [-3.957, -2.110, 1.490], [-5.190, -1.165, 2.378], [-4.041, -0.351, 1.322]], "lowdin_charge": [-0.02, -0.02, -0.36, 0.09, -0.12, -0.13, 0.11, 0.10, 0.07, 0.09, -0.03, 0.08, 0.13, 0.13, 0.13, 0.10, 0.15, 0.33, -0.34, -0.20, -0.22, 0.77, -0.36, -0.26, -0.21, -0.05, 0.05, 0.14, 0.06, 0.09, 0.06, 0.12, 0.14, -0.14, -0.33, 0.01, -0.64, 0.22, 0.03, -0.04, 0.04, 0.14, 0.18, -0.69, 0.92, 0.03, -0.29, -0.03, -0.08, -0.08, -0.07, -0.01, 0.11, 0.11, 0.11, 0.11, 0.12, 0.08, 0.65, -0.10, -0.25, 0.86, -0.56, -0.29, 0.06, 0.06, 0.06, 0.06, 0.07, -0.05], "homo_ha": -0.335, "lumo_ha": -0.2718, "orbital_gap_ev": 1.7, "multiplicity": 1, "charge": 1}

***

{"formula": "C8H15NO3S", "method": "ωB97M-V/def2-TZVPD", "elements": ["C", "C", "C", "C", "C", "C", "C", "C", "N", "O", "O", "O", "S", "H", "H", "H", "H", "H", "H", "H", "H", "H", "H", "H", "H", "H", "H", "H"], "coordinates": [[1.477, 1.315, 1.081], [1.026, -1.079, 1.470], [-0.485, 0.705, 2.564], [0.516, 1.376, -0.038], [0.050, -1.027, 0.280], [0.986, 0.361, 2.111], [-1.659, 0.306, -0.579], [-0.768, -0.994, -3.586], [-0.450, 0.221, 0.013], [-3.110, -0.283, -2.678], [-2.075, -2.183, -1.516], [-2.118, 1.582, -0.882], [-1.931, -0.826, -2.075], [2.283, 0.883, 0.687], [1.651, 2.349, 1.533], [0.825, -1.857, 2.158], [2.031, -1.112, 1.160], [-1.327, 0.120, 2.391], [-0.598, 1.736, 2.924], [-0.121, 2.304, -0.192], [1.022, 1.301, -1.026], [0.538, -1.570, -0.627], [-0.804, -1.692, 0.464], [1.575, 0.478, 2.999], [-1.297, -0.966, -4.496], [0.167, -0.452, -3.413], [-0.651, -2.057, -3.362], [-3.026, 1.543, -1.227]], "lowdin_charge": [-0.18, -0.09, 0.11, -0.11, -0.21, -0.34, -0.30, -0.09, -0.17, -0.37, -0.38, 0.00, 0.70, 0.07, 0.16, 0.10, 0.09, 0.03, 0.06, 0.14, 0.13, 0.15, 0.12, 0.12, 0.04, 0.05, 0.04, 0.11], "homo_ha": [-0.296, -0.277], "lumo_ha": [-0.0234, 0.0149], "orbital_gap_ev": [7.4, 8.0], "de_lowest_kj_mol": 545.2, "multiplicity": 1, "charge": 0}

***

{"formula": "C4H5N2O2", "method": "ωB97M-V/def2-TZVPD", "elements": ["C", "C", "C", "C", "N", "N", "O", "O", "H", "H", "H", "H", "H"], "coordinates": [[0.065, 1.551, 0.158], [0.664, 0.331, -0.041], [2.585, -0.223, -0.132], [-1.303, -1.312, 0.114], [-1.242, 1.054, -0.002], [-0.592, -0.178, -0.443], [3.205, 0.805, -0.387], [2.771, -1.370, -0.060], [0.364, 2.550, 0.597], [-0.666, -2.124, -0.103], [-1.587, -1.071, 1.138], [-2.412, -1.464, -0.240], [-1.852, 1.452, -0.597]], "lowdin_charge": [-0.18, -0.10, -0.67, -0.12, -0.04, -0.20, -0.05, 0.03, 0.08, 0.06, 0.05, 0.09, 0.04], "homo_ha": -0.126, "lumo_ha": 0.1495, "orbital_gap_ev": 7.5, "de_lowest_kj_mol": 460.5, "multiplicity": 1, "charge": -1}

***

{"formula": "C2H7NS", "method": "ωB97M-V/def2-TZVPD", "elements": ["C", "C", "N", "H", "H", "H", "H", "H", "S", "H", "H"], "coordinates": [[-0.686, -0.566, -1.938], [0.289, -1.141, -1.117], [0.758, -0.700, 0.106], [-1.396, -1.155, -2.646], [-0.788, 0.555, -1.963], [0.666, -2.146, -1.414], [0.107, -0.096, 0.661], [1.282, -1.237, 0.788], [-0.114, 1.511, 2.579], [-0.510, 2.584, 3.287], [0.391, 2.391, 1.656]], "lowdin_charge": [-0.07, -0.31, 0.01, 0.06, 0.04, 0.10, 0.01, 0.08, 0.47, -0.22, -0.18], "homo_ha": -0.287, "lumo_ha": 0.0275, "orbital_gap_ev": 8.6, "smiles": "C=CN.S", "de_lowest_kj_mol": 144.5, "multiplicity": 1, "charge": 0}

***

Per-record E_tot, eV: -7223.7630, -167713.1897, -27001.1228, -11301.3163, -14511.1632
Per-record F_max, Eh/bohr: 0.122, 0.079, 0.093, 0.100, 0.053